DFT (ωB97M-V/def2-TZVPD) results for 10 unconnected molecules or ions with the total composition C15H20Cl27IN2P.

Charge ... +1
LUMO level ... -0.096 hartree

```
66
Properties=species:S:1:pos:R:3:nbo_charge:R:1
C -0.29 -5.57 4.52 -0.61
C 0.23 -4.40 3.66 -0.69
P -0.08 -4.81 1.88 0.77
C -1.75 -4.23 1.40 -0.95
C 1.12 -3.80 0.91 -0.19
N 2.25 -4.36 0.34 -0.45
C 2.92 -3.45 -0.32 0.25
N 2.29 -2.31 -0.20 -0.49
C 1.16 -2.50 0.58 -0.04
I -0.15 -0.97 1.09 0.31
H -0.61 -5.20 5.49 0.23
H -1.08 -6.14 4.03 0.21
H 0.53 -6.27 4.67 0.22
H 1.31 -4.37 3.78 0.23
H -0.20 -3.44 3.93 0.23
H -1.97 -3.19 1.65 0.23
H -1.86 -4.34 0.33 0.25
H -2.51 -4.83 1.87 0.26
H 2.49 -5.33 0.44 0.46
H 3.83 -3.66 -0.87 0.26
H 2.56 -1.43 -0.61 0.46
C -4.95 -1.50 1.13 -0.29
Cl -3.89 -1.22 -0.25 0.01
Cl -5.25 -3.22 1.37 0.02
Cl -4.26 -0.78 2.59 0.03
H -5.89 -1.01 0.93 0.24
C -5.71 3.29 2.03 -0.29
Cl -7.21 3.88 2.73 0.03
Cl -4.50 2.97 3.28 0.01
Cl -5.99 1.83 1.06 -0.01
H -5.31 4.04 1.37 0.24
C 5.52 -3.58 -4.02 -0.28
Cl 5.49 -2.13 -5.03 0.04
Cl 5.55 -3.13 -2.30 -0.01
Cl 4.14 -4.61 -4.36 0.03
H 6.43 -4.13 -4.23 0.24
C -2.87 5.32 -0.06 -0.28
Cl -1.89 5.59 1.38 0.03
Cl -2.91 3.60 -0.46 0.01
Cl -4.51 5.96 0.18 0.02
H -2.42 5.85 -0.89 0.24
C -5.55 3.35 -3.72 -0.28
Cl -5.50 1.79 -2.89 0.01
Cl -5.37 4.67 -2.57 0.02
Cl -4.29 3.43 -4.96 0.02
H -6.51 3.45 -4.21 0.23
C 1.93 1.24 3.60 -0.29
Cl 0.52 0.65 4.48 0.01
Cl 1.76 2.95 3.22 0.03
Cl 3.41 0.94 4.52 0.03
H 2.00 0.69 2.67 0.21
C 1.40 7.00 -0.61 -0.28
Cl 2.16 5.41 -0.46 0.02
Cl -0.06 6.90 -1.60 0.00
Cl 1.04 7.68 0.97 0.04
H 2.10 7.66 -1.12 0.23
C 6.56 1.01 -2.53 -0.28
Cl 5.12 0.42 -1.69 -0.02
Cl 6.37 2.71 -2.97 0.04
Cl 8.00 0.77 -1.55 0.04
H 6.67 0.43 -3.44 0.23
C 1.56 0.99 -4.04 -0.28
Cl 1.76 0.29 -5.64 0.04
Cl 1.39 -0.31 -2.83 -0.04
Cl 2.91 2.04 -3.63 0.04
H 0.66 1.58 -4.03 0.24
```



DFT (ωB97M-V/def2-TZVPD) results for a molecular structure, C15H20Cl3N6O3Pd.

Energy relative to the best compared isomer or geometry (same formula, charge and spin) ... 220.5 kJ/mol
Charge ... +3
⟨S²⟩ ... 6.0374
Spin multiplicity ... 5
LUMO level (spin up / spin down) ... -0.269 / -0.449 hartree

```
48
Properties=species:S:1:pos:R:3:nbo_charge:R:1
Pd -1.37 -0.69 0.27 1.35
Cl 0.34 -4.28 -5.80 0.21
C 0.39 -3.16 -4.54 0.06
C -0.95 -2.84 -3.95 -0.22
C -0.91 -2.36 -2.76 -0.07
Cl -2.38 -2.10 -1.88 0.07
C 0.34 -2.00 -1.94 0.44
O 0.28 -1.71 -0.74 -0.65
C 1.59 -2.07 -2.68 -0.07
Cl 3.02 -1.61 -1.84 0.08
C 1.59 -2.58 -4.03 -0.23
H -1.74 -3.14 -4.58 0.28
H 2.46 -2.74 -4.72 0.28
C -1.20 3.56 -0.52 -0.68
C -1.99 2.25 -0.59 0.72
O -1.34 1.18 -0.78 -0.71
N -3.26 2.37 -0.34 -0.54
C -4.13 1.13 -0.21 -0.27
C -4.05 0.66 1.22 0.20
C -4.84 1.16 2.27 -0.20
C -4.50 0.95 3.61 -0.09
C -3.49 0.10 3.92 -0.24
C -2.75 -0.37 2.85 0.08
N -3.00 -0.16 1.55 -0.53
H -0.28 3.39 -1.14 0.25
H -0.96 3.66 0.51 0.25
H -1.78 4.32 -0.93 0.24
H -3.70 3.23 -0.31 0.43
H -3.69 0.48 -0.96 0.24
H -5.16 1.38 -0.40 0.26
H -5.54 1.88 2.04 0.23
H -5.08 1.43 4.35 0.25
H -3.20 0.04 4.99 0.27
H -1.87 -1.10 3.01 0.22
N 7.96 0.30 0.17 -0.36
N 8.03 1.07 -1.13 -0.34
H 7.77 0.74 1.08 0.44
H 8.88 -0.14 0.25 0.41
H 7.23 0.80 -1.73 0.43
H 8.93 0.80 -1.61 0.42
N 1.92 0.45 2.94 -0.80
C 1.37 -0.36 2.05 0.80
N 1.97 -1.55 1.73 -0.82
O 0.30 -0.05 1.48 -0.76
H 2.89 0.31 3.27 0.41
H 1.43 1.21 3.45 0.44
H 2.90 -1.80 2.15 0.41
H 1.59 -2.05 0.95 0.43
```



DFT (ωB97M-V/def2-TZVPD) results for 2 unconnected molecules or ions with the total composition C15H20ClF8N2O.

Energy relative to the best compared isomer or geometry (same formula, charge and spin) ... 943.0 kJ/mol
Charge ... +1
LUMO level ... -0.191 hartree

```
47
Properties=species:S:1:pos:R:3:nbo_charge:R:1
N -6.22 -2.93 0.39 -0.84
C -5.04 -2.86 -0.58 -0.22
C -3.66 -2.48 0.29 -0.44
C -2.35 -2.56 -0.69 -0.42
C -1.26 -1.32 -0.44 -0.41
C -1.97 0.06 -0.96 -0.49
C -1.51 1.42 -0.17 0.33
C -0.63 2.52 -1.06 -0.21
C -0.13 3.95 -0.40 -0.11
C -0.54 4.25 1.16 -0.22
C -1.38 3.09 1.96 0.05
N -1.81 1.77 1.27 -0.40
Cl -2.70 0.67 2.28 0.27
H -6.28 -2.07 0.99 0.35
H -6.07 -3.73 1.04 0.36
H -4.87 -3.84 -1.19 0.22
H -5.26 -1.94 -1.29 0.19
H -3.60 -3.20 1.24 0.22
H -3.86 -1.40 0.72 0.18
H -2.68 -2.48 -1.84 0.21
H -1.86 -3.62 -0.55 0.24
H -0.86 -1.29 0.66 0.23
H -0.36 -1.57 -1.19 0.24
H -1.65 0.18 -2.11 0.27
H -3.16 -0.01 -1.00 0.27
H -0.33 2.34 -2.19 0.29
H 0.46 4.78 -0.99 0.28
H -0.28 5.23 1.76 0.29
H -1.69 3.30 3.07 0.29
C 4.32 1.39 -0.87 -0.14
C 5.42 0.94 0.10 0.59
C 5.84 -0.52 -0.02 0.51
F 4.82 -1.37 0.19 -0.32
F 6.79 -0.82 0.90 -0.32
F 5.04 1.25 1.37 -0.31
F 6.52 1.72 -0.15 -0.32
O 2.98 1.38 -0.37 -0.51
C 2.33 0.11 -0.40 0.85
C 2.06 -0.46 1.01 0.51
F 3.19 -0.54 1.74 -0.30
F 1.54 -1.71 0.93 -0.32
F 3.04 -0.73 -1.18 -0.31
F 1.15 0.32 -1.04 -0.33
H 4.52 2.45 -1.09 0.23
H 4.39 0.89 -1.84 0.22
H 6.26 -0.73 -1.01 0.15
H 1.35 0.17 1.55 0.14
```



DFT (ωB97M-V/def2-TZVPD) results for a molecular structure, C15H20F12N2O4PS2Se2SiTcTe.

⟨S²⟩ ... 2.0294
Spin multiplicity ... 3
LUMO level (spin up / spin down) ... -0.059 / -0.078 hartree

```
61
Properties=species:S:1:pos:R:3:nbo_charge:R:1
Tc -0.75 -2.46 -0.33 1.15
F 0.26 -6.73 -1.77 -0.29
C 0.73 -5.87 -2.69 0.78
F 0.36 -6.23 -3.91 -0.29
F 2.02 -5.82 -2.67 -0.27
S -0.02 -4.26 -2.22 2.18
O 0.65 -4.01 -0.93 -0.90
O -1.44 -4.25 -2.12 -0.86
N 0.63 -3.37 -3.38 -1.18
S 0.32 -1.83 -3.38 2.29
O 1.40 -1.07 -3.87 -0.86
O -0.27 -1.44 -2.12 -0.95
C -1.09 -1.59 -4.54 0.72
F -0.74 -2.03 -5.76 -0.30
F -2.21 -2.19 -4.20 -0.29
F -1.27 -0.27 -4.56 -0.30
C -1.65 -1.52 3.59 -1.16
Si -0.86 -0.07 2.86 1.59
C -1.97 1.08 1.97 -1.17
C 0.24 0.70 4.09 -1.18
Se 0.53 -0.86 1.18 -0.14
H -2.18 -1.16 4.46 0.25
H -0.88 -2.25 3.91 0.27
H -2.37 -2.00 2.93 0.28
H -2.75 1.31 2.72 0.25
H -2.51 0.57 1.19 0.27
H -1.58 2.05 1.65 0.25
H -0.18 0.44 5.06 0.26
H 0.23 1.80 4.05 0.25
H 1.28 0.32 4.09 0.26
C 3.02 7.10 -0.28 -0.63
C 2.47 5.68 -0.33 0.02
C 2.00 5.08 0.86 -0.22
C 1.59 3.75 0.90 -0.06
C 1.13 3.15 2.21 -0.64
C 1.54 3.02 -0.28 -0.15
Te 0.51 1.13 -0.60 0.43
C 2.04 3.55 -1.47 -0.07
C 2.01 2.81 -2.75 -0.66
C 2.47 4.90 -1.49 -0.21
H 2.56 7.60 0.56 0.22
H 2.85 7.71 -1.15 0.22
H 4.08 7.03 -0.13 0.22
H 2.00 5.64 1.77 0.21
H 1.23 3.84 3.05 0.23
H 1.76 2.27 2.39 0.22
H 0.11 2.79 2.13 0.22
H 2.29 1.75 -2.73 0.25
H 2.66 3.27 -3.50 0.23
H 0.99 2.86 -3.18 0.22
H 2.81 5.34 -2.40 0.21
Se -5.02 -0.32 -0.73 0.03
C -3.44 -0.98 -0.50 0.17
N -2.37 -1.45 -0.27 -0.62
F -1.11 -3.42 1.41 -0.61
P -2.27 -5.07 1.84 2.65
F -1.28 -5.84 0.82 -0.56
F -1.22 -5.26 3.03 -0.56
F -3.13 -6.32 2.21 -0.56
F -3.13 -4.59 0.59 -0.56
F -3.04 -4.02 2.74 -0.56
```